Entry from OMol25: a molecular structure, C49H132F3MnN12O15S at a distorted geometry (the ωB97M-V functional and the def2-TZVPD basis).

Computed properties:
Strongest force on any atom   0.061 hartree/bohr
Energy relative to the best compared isomer or geometry (same formula, charge and spin)   298.8 kJ/mol
Orbital gap (alpha / beta)   7.805 / 7.524 eV
M   1273.7 u

Geometry as ORCA input:
```
! wB97M-V def2-TZVPD RIJCOSX def2/J DEFGRID3
* xyz 1 6
Mn 0.82 -0.41 3.17
C 0.79 1.50 -0.86
F 2.06 1.30 -1.05
F 0.70 2.46 0.03
F 0.31 1.88 -2.03
S -0.06 -0.14 -0.25
O 0.54 -1.20 -1.09
O 0.38 -0.20 1.20
O -1.50 0.06 -0.40
C -1.86 2.74 4.39
C -0.79 1.97 3.59
C 0.60 2.55 3.66
O 1.54 1.57 3.11
C 2.87 2.00 2.94
N -0.85 0.60 4.00
H -1.96 3.72 3.92
H -1.56 2.96 5.42
H -2.83 2.26 4.35
H -1.11 1.92 2.55
H 0.97 2.58 4.69
H 0.70 3.56 3.26
H 3.42 1.10 2.68
H 3.15 2.38 3.92
H 2.95 2.70 2.11
H -1.75 0.25 3.69
H -1.09 0.81 4.96
C 3.06 -3.19 -3.67
C 1.81 -2.50 -4.03
C 0.61 -3.41 -3.67
O 0.66 -4.53 -4.48
C -0.36 -5.50 -4.29
N 1.80 -1.11 -3.57
H 3.04 -3.31 -2.58
H 3.94 -2.62 -3.98
H 3.12 -4.21 -4.05
H 1.80 -2.40 -5.12
H -0.31 -2.85 -3.87
H 0.71 -3.63 -2.60
H -0.13 -6.34 -4.95
H -1.25 -5.00 -4.68
H -0.42 -5.84 -3.26
H 1.63 -1.04 -2.57
H 2.63 -0.61 -3.83
C -1.77 -3.88 4.07
C -0.48 -3.13 4.17
C 0.77 -4.03 4.30
O 1.90 -3.20 4.68
C 2.98 -3.98 5.30
N -0.36 -2.25 2.99
H -2.62 -3.25 4.32
H -1.81 -4.68 4.81
H -1.97 -4.34 3.09
H -0.47 -2.51 5.07
H 1.07 -4.59 3.42
H 0.67 -4.75 5.12
H 3.17 -4.89 4.73
H 2.71 -4.18 6.34
H 3.83 -3.29 5.28
H -1.30 -1.95 2.76
H -0.22 -2.93 2.25
C -4.63 0.14 1.54
C -3.67 -0.17 2.64
C -4.16 -0.86 3.93
O -3.09 -0.89 4.87
C -3.60 -1.26 6.17
N -2.66 -1.00 1.97
H -5.37 0.86 1.89
H -5.22 -0.68 1.11
H -4.14 0.57 0.67
H -3.25 0.81 2.88
H -4.21 -1.94 3.80
H -5.08 -0.42 4.30
H -4.41 -0.65 6.56
H -2.81 -1.20 6.93
H -3.92 -2.30 6.09
H -2.33 -0.58 1.11
H -3.13 -1.77 1.52
C -3.17 3.24 -0.28
C -2.28 4.51 -0.02
C -3.13 5.81 -0.02
O -3.45 6.14 -1.35
C -4.36 7.19 -1.61
N -1.64 4.24 1.25
H -2.63 2.31 -0.08
H -3.56 3.34 -1.29
H -4.09 3.22 0.31
H -1.54 4.59 -0.81
H -2.59 6.65 0.42
H -4.05 5.70 0.56
H -3.98 8.14 -1.24
H -5.33 6.99 -1.16
H -4.47 7.28 -2.70
H -1.07 5.03 1.49
H -0.95 3.50 1.24
C -2.38 0.66 -3.38
C -2.51 0.28 -4.90
C -1.13 0.38 -5.61
O -0.65 1.72 -5.33
C 0.75 1.87 -5.38
N -2.89 -1.11 -4.90
H -3.31 0.45 -2.85
H -2.15 1.72 -3.25
H -1.51 0.15 -2.94
H -3.28 0.85 -5.42
H -1.21 0.25 -6.69
H -0.46 -0.33 -5.13
H 1.22 1.18 -4.69
H 1.21 2.86 -5.29
H 1.06 1.50 -6.36
H -2.33 -1.69 -4.30
H -2.87 -1.52 -5.82
C -3.24 -3.27 -1.69
C -4.05 -3.59 -0.46
C -4.82 -4.99 -0.61
O -5.60 -5.11 0.57
C -6.68 -6.04 0.54
N -3.14 -3.54 0.66
H -2.46 -4.00 -1.92
H -2.86 -2.25 -1.65
H -3.98 -3.22 -2.49
H -4.80 -2.84 -0.23
H -4.22 -5.90 -0.59
H -5.44 -4.90 -1.51
H -7.36 -5.78 1.35
H -6.26 -7.04 0.69
H -7.24 -5.95 -0.39
H -2.59 -4.37 0.55
H -3.71 -3.63 1.49
C -3.67 4.27 -4.22
C -2.44 4.83 -4.76
C -1.22 4.78 -3.81
O -0.23 5.59 -4.31
C 1.01 5.46 -3.59
N -2.17 4.02 -5.92
H -3.49 3.20 -4.20
H -4.56 4.47 -4.83
H -3.85 4.57 -3.19
H -2.63 5.87 -5.05
H -0.98 3.73 -3.66
H -1.50 5.19 -2.84
H 1.44 4.46 -3.71
H 0.91 5.67 -2.53
H 1.65 6.28 -3.90
H -1.47 4.53 -6.43
H -1.67 3.23 -5.53
C 3.76 -1.16 0.79
C 2.99 -2.18 1.62
C 3.88 -3.34 2.04
O 5.08 -2.92 2.70
C 5.98 -4.00 3.06
N 2.58 -1.48 2.82
H 4.59 -0.70 1.31
H 3.09 -0.33 0.59
H 4.07 -1.60 -0.15
H 2.07 -2.51 1.14
H 4.34 -3.78 1.15
H 3.38 -4.15 2.57
H 5.63 -4.72 3.80
H 6.92 -3.64 3.49
H 6.30 -4.54 2.18
H 2.64 -2.26 3.46
H 3.38 -0.92 3.08
C 0.98 7.30 0.00
C 1.61 6.17 0.84
C 2.95 6.56 1.54
O 3.49 5.49 2.36
C 4.87 5.50 2.59
N 0.75 5.83 1.93
H -0.04 7.05 -0.31
H 1.55 7.45 -0.91
H 1.07 8.28 0.46
H 1.70 5.25 0.27
H 2.83 7.44 2.17
H 3.60 6.84 0.71
H 5.44 5.49 1.66
H 5.29 4.77 3.27
H 5.13 6.42 3.11
H 1.45 5.43 2.53
H 0.54 6.70 2.40
C 1.50 -4.98 -0.07
C -0.01 -4.90 -0.13
C -0.60 -5.99 0.76
O -2.03 -6.18 0.62
C -2.63 -7.18 1.49
N -0.35 -3.57 0.32
H 1.81 -4.11 -0.65
H 1.91 -5.84 -0.60
H 1.89 -4.86 0.94
H -0.37 -5.16 -1.12
H -0.39 -5.82 1.81
H -0.14 -6.94 0.47
H -2.08 -8.13 1.47
H -3.65 -7.48 1.25
H -2.45 -6.87 2.52
H 0.14 -2.91 -0.27
H -1.32 -3.31 0.27
C 5.96 0.61 -3.98
C 6.18 1.28 -2.58
C 5.87 0.41 -1.36
O 6.34 0.99 -0.12
C 5.51 2.04 0.40
N 7.53 1.76 -2.46
H 6.31 1.24 -4.80
H 4.96 0.42 -4.37
H 6.59 -0.28 -3.93
H 5.62 2.20 -2.40
H 6.30 -0.57 -1.55
H 4.81 0.16 -1.28
H 5.84 2.35 1.39
H 4.48 1.70 0.52
H 5.59 2.89 -0.27
H 8.22 1.14 -2.86
H 7.66 1.67 -1.46
*
```